The following is a quantum chemistry calculation of a 9-piece molecular cluster, C48H114O27S2 overall in a non-equilibrium geometry, from the OMol25 dataset.

Bonds (Å) are listed after each position.
Element x y z (Å)
1 O 0.806 -20.656 -18.643  S2 1.452
2 S 0.908 -19.364 -17.989  O1 1.452, O3 1.469, O4 1.661, C7 1.868
3 O 1.029 -19.395 -16.526  S2 1.469
4 O 2.338 -18.688 -18.497  S2 1.661, C5 1.476
5 C 2.579 -18.890 -19.939  O4 1.476, C6 1.542, H8 1.090, H9 1.090
6 C 3.399 -17.653 -20.360  C5 1.542, H10 1.090, H11 1.090, H12 1.090
7 C -0.341 -18.052 -18.447  S2 1.868, H13 1.090, H14 1.090, H15 1.090
8 H 1.692 -18.956 -20.568  C5 1.090
9 H 3.050 -19.869 -20.028  C5 1.090
10 H 2.813 -16.736 -20.286  C6 1.090
11 H 3.773 -17.812 -21.372  C6 1.090
12 H 4.298 -17.709 -19.748  C6 1.090
13 H -0.401 -18.189 -19.526  C7 1.090
14 H 0.040 -17.048 -18.257  C7 1.090
15 H -1.332 -18.289 -18.061  C7 1.090
16 O -9.062 -18.910 -10.568  S17 1.472
17 S -9.537 -19.643 -11.753  O16 1.472, O18 1.509, O19 1.681, C22 1.856
18 O -8.456 -20.288 -12.586  S17 1.509
19 O -10.672 -20.774 -11.244  S17 1.681, C20 1.407
20 C -10.282 -21.814 -10.380  O19 1.407, C21 1.539, H23 1.090, H24 1.090
21 C -11.080 -23.068 -10.778  C20 1.539, H25 1.090, H26 1.090, H27 1.090
22 C -10.680 -18.548 -12.722  S17 1.856, H28 1.090, H29 1.090, H30 1.090
23 H -10.599 -21.564 -9.367  C20 1.090
24 H -9.225 -22.080 -10.405  C20 1.090
25 H -11.256 -23.140 -11.851  C21 1.090
26 H -12.039 -23.049 -10.259  C21 1.090
27 H -10.501 -23.953 -10.515  C21 1.090
28 H -11.156 -19.176 -13.476  C22 1.090
29 H -10.112 -17.817 -13.298  C22 1.090
30 H -11.516 -18.101 -12.185  C22 1.090
31 C -2.313 -16.090 -6.427  O32 1.415, H40 1.090, H41 1.090, H42 1.090
32 O -0.905 -15.964 -6.353  C31 1.415, C33 1.414
33 C -0.225 -15.485 -7.497  O32 1.414, C34 1.592, H43 1.090, H44 1.090
34 C 0.050 -16.760 -8.410  C33 1.592, O35 1.445, H45 1.090, H46 1.090
35 O 0.273 -16.398 -9.791  C34 1.445, C36 1.484
36 C 0.707 -17.630 -10.494  O35 1.484, C37 1.500, H47 1.090, H48 1.090
37 C 0.435 -17.621 -11.969  C36 1.500, O38 1.465, H49 1.090, H50 1.090
38 O 0.571 -16.308 -12.604  C37 1.465, C39 1.389
39 C 1.790 -16.232 -13.266  O38 1.389, H51 1.090, H52 1.090, H53 1.090
40 H -2.549 -16.724 -7.281  C31 1.090
41 H -2.825 -15.153 -6.643  C31 1.090
42 H -2.661 -16.443 -5.456  C31 1.090
43 H 0.774 -15.131 -7.245  C33 1.090
44 H -0.614 -14.530 -7.851  C33 1.090
45 H -0.829 -17.397 -8.308  C34 1.090
46 H 0.957 -17.135 -7.936  C34 1.090
47 H 0.159 -18.521 -10.185  C36 1.090
48 H 1.784 -17.789 -10.463  C36 1.090
49 H -0.591 -17.946 -12.145  C37 1.090
50 H 1.026 -18.322 -12.557  C37 1.090
51 H 1.701 -17.027 -14.006  C39 1.090
52 H 2.697 -16.366 -12.676  C39 1.090
53 H 1.938 -15.250 -13.714  C39 1.090
54 C -7.947 -23.171 -13.093  O55 1.371, H63 1.090, H64 1.090, H65 1.090
55 O -7.986 -24.447 -13.595  C54 1.371, C56 1.414
56 C -6.988 -25.373 -13.211  O55 1.414, C57 1.495, H66 1.090, H67 1.090
57 C -5.647 -25.095 -13.808  C56 1.495, O58 1.441, H68 1.090, H69 1.090
58 O -5.146 -23.854 -13.274  C57 1.441, C59 1.428
59 C -4.023 -23.282 -13.945  O58 1.428, C60 1.539, H70 1.090, H71 1.090
60 C -3.686 -22.070 -13.059  C59 1.539, O61 1.430, H72 1.090, H73 1.090
61 O -2.383 -21.616 -13.434  C60 1.430, C62 1.461
62 C -1.755 -20.907 -12.321  O61 1.461, H74 1.090, H75 1.090, H76 1.090
63 H -7.217 -22.596 -13.664  C54 1.090
64 H -7.872 -23.051 -12.013  C54 1.090
65 H -8.799 -22.559 -13.387  C54 1.090
66 H -7.277 -26.387 -13.488  C56 1.090
67 H -7.001 -25.410 -12.122  C56 1.090
68 H -5.508 -25.191 -14.885  C57 1.090
69 H -4.884 -25.789 -13.455  C57 1.090
70 H -4.386 -22.879 -14.890  C59 1.090
71 H -3.160 -23.897 -14.200  C59 1.090
72 H -3.756 -22.244 -11.985  C60 1.090
73 H -4.349 -21.222 -13.228  C60 1.090
74 H -1.392 -21.632 -11.593  C62 1.090
75 H -2.451 -20.297 -11.745  C62 1.090
76 H -0.905 -20.332 -12.689  C62 1.090
77 C -3.018 -20.164 -6.894  O78 1.421, H86 1.090, H87 1.090, H88 1.090
78 O -3.506 -19.192 -5.978  C77 1.421, C79 1.489
79 C -4.762 -19.626 -5.307  O78 1.489, C80 1.498, H89 1.090, H90 1.090
80 C -5.353 -18.612 -4.377  C79 1.498, O81 1.388, H91 1.090, H92 1.090
81 O -6.652 -18.801 -3.925  C80 1.388, C82 1.428
82 C -6.988 -19.949 -3.145  O81 1.428, C83 1.516, H93 1.090, H94 1.090
83 C -7.047 -19.601 -1.671  C82 1.516, O84 1.502, H95 1.090, H96 1.090
84 O -5.716 -19.062 -1.228  C83 1.502, C85 1.351
85 C -5.794 -18.271 -0.136  O84 1.351, H97 1.090, H98 1.090, H99 1.090
86 H -2.063 -19.808 -7.282  C77 1.090
87 H -3.766 -20.488 -7.617  C77 1.090
88 H -2.937 -21.068 -6.291  C77 1.090
89 H -4.392 -20.331 -4.562  C79 1.090
90 H -5.583 -20.082 -5.860  C79 1.090
91 H -5.392 -17.626 -4.840  C80 1.090
92 H -4.682 -18.416 -3.540  C80 1.090
93 H -6.224 -20.703 -3.334  C82 1.090
94 H -7.841 -20.556 -3.448  C82 1.090
95 H -7.354 -20.467 -1.084  C83 1.090
96 H -7.824 -18.844 -1.572  C83 1.090
97 H -6.182 -18.754 0.761  C85 1.090
98 H -6.328 -17.322 -0.192  C85 1.090
99 H -4.753 -18.027 0.079  C85 1.090
100 C -12.308 -14.239 -4.933  O101 1.467, H109 1.090, H110 1.090, H111 1.090
101 O -12.849 -15.453 -5.552  C100 1.467, C102 1.469
102 C -12.511 -15.662 -6.966  O101 1.469, C103 1.560, H112 1.090, H113 1.090
103 C -11.025 -15.843 -7.407  C102 1.560, O104 1.396, H114 1.090, H115 1.090
104 O -10.319 -16.636 -6.500  C103 1.396, C105 1.440
105 C -8.903 -16.767 -6.725  O104 1.440, C106 1.522, H116 1.090, H117 1.090
106 C -8.065 -15.648 -6.122  C105 1.522, O107 1.439, H118 1.090, H119 1.090
107 O -6.786 -15.426 -6.745  C106 1.439, C108 1.471
108 C -6.852 -14.834 -8.090  O107 1.471, H120 1.090, H121 1.090, H122 1.090
109 H -11.269 -14.420 -4.656  C100 1.090
110 H -12.815 -13.955 -4.011  C100 1.090
111 H -12.295 -13.421 -5.654  C100 1.090
112 H -13.012 -14.929 -7.598  C102 1.090
113 H -13.173 -16.512 -7.130  C102 1.090
114 H -10.492 -14.895 -7.476  C103 1.090
115 H -11.010 -16.083 -8.470  C103 1.090
116 H -8.688 -16.954 -7.777  C105 1.090
117 H -8.625 -17.716 -6.266  C105 1.090
118 H -7.662 -15.954 -5.156  C106 1.090
119 H -8.634 -14.725 -6.011  C106 1.090
120 H -7.648 -15.184 -8.748  C108 1.090
121 H -5.973 -15.172 -8.639  C108 1.090
122 H -6.585 -13.795 -7.897  C108 1.090
123 C -4.076 -15.191 -17.417  O124 1.419, H132 1.090, H133 1.090, H134 1.090
124 O -2.687 -15.291 -17.146  C123 1.419, C125 1.418
125 C -2.204 -14.412 -16.143  O124 1.418, C126 1.596, H135 1.090, H136 1.090
126 C -0.657 -14.631 -15.818  C125 1.596, O127 1.449, H137 1.090, H138 1.090
127 O 0.159 -13.566 -16.366  C126 1.449, C128 1.421
128 C 1.496 -13.890 -16.724  O127 1.421, C129 1.564, H139 1.090, H140 1.090
129 C 2.148 -12.930 -17.773  C128 1.564, O130 1.444, H141 1.090, H142 1.090
130 O 3.311 -13.561 -18.353  C129 1.444, C131 1.411
131 C 4.175 -12.845 -19.209  O130 1.411, H143 1.090, H144 1.090, H145 1.090
132 H -4.400 -16.108 -17.911  C123 1.090
133 H -4.037 -14.320 -18.072  C123 1.090
134 H -4.651 -15.065 -16.501  C123 1.090
135 H -2.697 -14.435 -15.172  C125 1.090
136 H -2.265 -13.341 -16.337  C125 1.090
137 H -0.416 -15.661 -16.081  C126 1.090
138 H -0.478 -14.543 -14.746  C126 1.090
139 H 1.565 -14.835 -17.264  C128 1.090
140 H 2.254 -13.836 -15.943  C128 1.090
141 H 2.551 -12.008 -17.354  C129 1.090
142 H 1.396 -12.667 -18.517  C129 1.090
143 H 4.876 -12.281 -18.593  C131 1.090
144 H 3.561 -12.100 -19.714  C131 1.090
145 H 4.719 -13.501 -19.888  C131 1.090
146 C -1.954 -17.969 -14.964  O147 1.446, H155 1.090, H156 1.090, H157 1.090
147 O -2.596 -17.309 -13.849  C146 1.446, C148 1.443
148 C -4.038 -17.336 -13.830  O147 1.443, C149 1.568, H158 1.090, H159 1.090
149 C -4.792 -16.420 -12.804  C148 1.568, O150 1.454, H160 1.090, H161 1.090
150 O -4.920 -17.022 -11.486  C149 1.454, C151 1.518
151 C -3.627 -17.257 -10.727  O150 1.518, C152 1.550, H162 1.090, H163 1.090
152 C -4.024 -18.133 -9.511  C151 1.550, O153 1.449, H164 1.090, H165 1.090
153 O -4.282 -19.483 -9.970  C152 1.449, C154 1.474
154 C -5.650 -19.869 -10.361  O153 1.474, H166 1.090, H167 1.090, H168 1.090
155 H -0.952 -17.716 -14.617  C146 1.090
156 H -2.081 -17.617 -15.988  C146 1.090
157 H -2.092 -19.050 -14.981  C146 1.090
158 H -4.257 -18.404 -13.816  C148 1.090
159 H -4.354 -16.919 -14.786  C148 1.090
160 H -5.767 -16.130 -13.195  C149 1.090
161 H -4.228 -15.488 -12.837  C149 1.090
162 H -3.331 -16.370 -10.166  C151 1.090
163 H -2.735 -17.623 -11.236  C151 1.090
164 H -4.796 -17.598 -8.959  C152 1.090
165 H -3.147 -18.289 -8.882  C152 1.090
166 H -6.342 -19.980 -9.526  C154 1.090
167 H -5.773 -20.843 -10.834  C154 1.090
168 H -6.118 -19.229 -11.108  C154 1.090
169 C -5.988 -18.233 -17.701  O170 1.389, H178 1.090, H179 1.090, H180 1.090
170 O -7.196 -18.907 -17.582  C169 1.389, C171 1.433
171 C -7.107 -20.162 -16.895  O170 1.433, C172 1.604, H181 1.090, H182 1.090
172 C -8.609 -20.725 -16.869  C171 1.604, O173 1.473, H183 1.090, H184 1.090
173 O -9.145 -21.164 -18.169  C172 1.473, C174 1.383
174 C -8.509 -22.178 -18.861  O173 1.383, C175 1.473, H185 1.090, H186 1.090
175 C -9.220 -23.468 -18.848  C174 1.473, O176 1.478, H187 1.090, H188 1.090
176 O -9.145 -23.869 -17.427  C175 1.478, C177 1.422
177 C -7.940 -24.553 -17.109  O176 1.422, H189 1.090, H190 1.090, H191 1.090
178 H -5.236 -18.863 -18.176  C169 1.090
179 H -5.638 -17.937 -16.712  C169 1.090
180 H -5.999 -17.233 -18.136  C169 1.090
181 H -6.699 -19.937 -15.910  C171 1.090
182 H -6.436 -20.870 -17.381  C171 1.090
183 H -9.381 -20.091 -16.434  C172 1.090
184 H -8.685 -21.648 -16.294  C172 1.090
185 H -7.438 -22.109 -18.670  C174 1.090
186 H -8.527 -21.927 -19.922  C174 1.090
187 H -8.791 -24.255 -19.468  C175 1.090
188 H -10.256 -23.389 -19.178  C175 1.090
189 H -7.169 -23.849 -16.798  C177 1.090
190 H -7.590 -25.304 -17.817  C177 1.090
191 H -8.211 -25.053 -16.178  C177 1.090

Calculated values
ΔE to the lowest compared entry with this formula, charge and spin	7.836	eV
lowest unoccupied orbital energy	0.18	eV
DFT total energy	-4724.33954	a.u.